1.
Computed, not measured: a cluster of 10 separate species, C56H134N10 in total in a non-equilibrium geometry, with ωB97M-V/def2-TZVPD.

Atoms and positions in Å:
C 1.369 -1.552 -5.637
C 0.030 -1.576 -6.284
C -0.392 -0.150 -6.668
C -1.692 0.003 -7.367
N -2.641 0.112 -7.990
H 1.860 -2.520 -5.607
H 1.313 -1.240 -4.591
H 2.055 -0.935 -6.171
H -0.684 -1.965 -5.549
H -0.015 -2.187 -7.175
H 0.356 0.225 -7.382
H -0.397 0.502 -5.747
C 1.118 -5.113 -1.702
C 0.150 -6.227 -1.223
C 0.146 -7.454 -2.117
C -0.530 -7.196 -3.404
N -1.075 -6.917 -4.399
H 2.108 -5.536 -1.579
H 1.030 -4.147 -1.217
H 0.980 -5.028 -2.740
H -0.877 -5.831 -1.309
H 0.258 -6.507 -0.193
H -0.298 -8.338 -1.641
H 1.182 -7.633 -2.402
C -1.367 -2.010 -2.700
C -1.066 -0.636 -2.065
N -0.209 -0.705 -0.900
C -0.167 0.524 -0.104
C -1.261 0.666 0.898
C 1.156 -1.124 -1.135
C 2.129 -0.278 -1.926
H -0.449 -2.488 -3.064
H -2.026 -1.835 -3.578
H -1.901 -2.563 -1.925
H -0.684 0.072 -2.787
H -2.031 -0.236 -1.755
H 0.752 0.604 0.463
H -0.134 1.412 -0.868
H -2.211 0.371 0.455
H -1.128 -0.060 1.674
H -1.355 1.686 1.215
H 1.201 -2.065 -1.630
H 1.611 -1.343 -0.184
H 2.534 0.558 -1.417
H 1.787 0.097 -2.890
H 3.044 -0.816 -2.188
C 6.801 3.935 -2.959
C 5.440 3.133 -2.769
N 5.511 1.688 -2.564
C 5.808 0.851 -3.676
C 4.766 1.068 -4.807
C 6.176 1.260 -1.357
C 5.626 1.914 -0.058
H 7.424 3.598 -3.797
H 7.345 3.937 -2.040
H 6.448 4.941 -3.207
H 4.860 3.558 -1.931
H 4.819 3.266 -3.688
H 6.801 1.065 -4.103
H 5.741 -0.200 -3.412
H 5.091 0.491 -5.660
H 3.749 0.790 -4.493
H 4.726 2.074 -5.169
H 7.273 1.450 -1.327
H 6.056 0.186 -1.222
H 5.911 2.975 -0.018
H 5.957 1.364 0.847
H 4.537 1.902 -0.155
C -1.673 2.593 -4.262
C -2.036 3.930 -3.680
N -1.557 4.186 -2.344
C -2.329 3.674 -1.256
C -3.555 4.524 -0.791
C -1.042 5.561 -2.132
C 0.302 5.783 -2.848
H -0.586 2.463 -4.304
H -2.120 2.466 -5.285
H -2.003 1.740 -3.644
H -1.598 4.669 -4.368
H -3.169 4.059 -3.758
H -2.546 2.645 -1.538
H -1.722 3.553 -0.355
H -4.208 4.694 -1.608
H -4.080 3.988 0.033
H -3.203 5.458 -0.338
H -0.881 5.658 -1.055
H -1.761 6.339 -2.428
H 0.230 5.996 -3.921
H 0.966 4.952 -2.744
H 0.760 6.688 -2.464
C -0.575 5.554 2.779
C 0.200 5.237 1.530
N 1.396 4.542 1.992
C 1.025 3.143 2.434
C 2.133 2.412 3.117
C 2.478 4.612 1.037
C 2.254 4.058 -0.399
H 0.074 5.657 3.653
H -1.343 4.812 2.940
H -1.103 6.474 2.675
H -0.326 4.676 0.761
H 0.497 6.189 0.994
H 0.635 2.554 1.536
H 0.196 3.220 3.140
H 1.691 1.523 3.576
H 2.637 3.081 3.860
H 2.870 2.066 2.408
H 2.731 5.673 0.955
H 3.364 4.158 1.464
H 2.988 4.461 -1.102
H 2.371 2.967 -0.473
H 1.261 4.388 -0.789
C -2.129 1.999 5.039
C -1.510 0.599 5.065
N -1.248 0.010 6.387
C -0.457 0.801 7.338
C 0.880 1.342 6.839
C -0.907 -1.407 6.323
C -1.193 -2.175 7.621
H -2.885 2.173 5.835
H -2.573 2.187 4.039
H -1.319 2.740 5.185
H -2.174 -0.115 4.533
H -0.576 0.605 4.425
H -1.110 1.639 7.629
H -0.244 0.219 8.224
H 0.701 2.044 6.014
H 1.293 1.962 7.650
H 1.571 0.532 6.510
H 0.200 -1.536 6.164
H -1.420 -1.826 5.454
H -0.995 -3.245 7.617
H -2.269 -2.146 7.938
H -0.593 -1.749 8.447
C 5.422 -0.398 5.316
C 3.948 -0.605 4.872
N 3.887 -1.511 3.678
C 2.663 -2.364 3.566
C 1.358 -1.556 3.272
C 4.148 -0.832 2.369
C 4.602 -1.733 1.147
H 5.936 -1.372 5.372
H 5.410 0.138 6.283
H 5.941 0.172 4.502
H 3.382 -1.089 5.643
H 3.458 0.400 4.673
H 2.827 -3.045 2.736
H 2.582 -3.040 4.434
H 1.414 -1.165 2.260
H 0.438 -2.209 3.269
H 1.151 -0.672 3.966
H 4.905 -0.045 2.551
H 3.280 -0.223 2.048
H 5.279 -2.496 1.571
H 5.154 -1.155 0.363
H 3.727 -2.235 0.701
C -5.696 -4.204 1.292
C -4.215 -4.252 0.932
N -3.288 -4.039 2.056
C -2.982 -5.358 2.673
C -2.261 -5.207 4.002
C -2.134 -3.179 1.791
C -0.941 -3.827 1.132
H -6.334 -4.522 0.485
H -6.087 -3.218 1.633
H -5.882 -4.916 2.059
H -3.908 -5.134 0.334
H -4.028 -3.312 0.304
H -3.938 -5.862 2.911
H -2.371 -5.973 1.991
H -2.405 -6.127 4.576
H -1.191 -5.065 3.958
H -2.711 -4.332 4.505
H -1.877 -2.751 2.798
H -2.554 -2.407 1.066
H -0.565 -4.654 1.767
H -0.253 -2.983 1.014
H -1.233 -4.260 0.184
C -4.853 -2.564 -4.143
C -6.005 -1.738 -3.455
N -5.622 -0.781 -2.406
C -4.864 -1.363 -1.231
C -5.160 -0.669 0.064
C -4.860 0.445 -2.903
C -5.741 1.255 -3.867
H -5.313 -3.291 -4.803
H -4.221 -3.083 -3.406
H -4.236 -1.893 -4.746
H -6.523 -1.139 -4.200
H -6.764 -2.433 -3.014
H -3.757 -1.437 -1.370
H -5.157 -2.439 -1.118
H -4.874 0.376 -0.010
H -4.812 -1.134 0.969
H -6.255 -0.612 0.202
H -4.582 1.064 -2.070
H -3.888 0.166 -3.366
H -5.876 0.660 -4.755
H -6.699 1.498 -3.410
H -5.128 2.132 -4.219

Its LUMO energy is 0.51 eV. The total energy is -2761.413353 Eh. As for the charge: 0. The SMILES is CCN(CC)CC.CCN(CC)CC.CCN(CC)CC.CCN(CC)CC.CCN(CC)CC.CCN(CC)CC.CCN(CC)CC.CCN(CC)CC.CCCC#N.CCCC#N.

Atom charges from the Mulliken analysis, given in e for atoms 1 to 6: atom 1 (C): -1.03, atom 2 (C): -0.17, atom 3 (C): 0.13, atom 4 (C): 0.03, atom 5 (N): -0.49, atom 6 (H): 0.46



2.
Computed, not measured: a structure of composition C56H140F6N8O24Pt in a non-equilibrium geometry, with ωB97M-V/def2-TZVPD.

Atoms and positions in Å:
Pt -2.181 -4.829 0.220
C -1.682 -4.393 -3.197
O -3.046 -3.984 -3.256
O -1.569 -5.018 -1.952
C -1.326 -5.149 -4.569
F -0.022 -4.947 -4.920
F -1.331 -6.447 -4.557
F -1.980 -4.683 -5.611
C -3.379 -2.638 -3.699
C -4.944 -2.698 -3.765
H -5.316 -1.791 -4.241
H -5.309 -3.450 -4.464
H -5.364 -2.830 -2.768
H -2.934 -2.274 -4.626
H -3.202 -1.912 -2.906
H -1.046 -3.509 -3.142
C -1.168 -1.282 0.036
O 0.033 -1.411 -0.717
O -1.530 -2.604 0.377
C -1.029 -0.271 1.248
F -0.345 -0.721 2.326
F -0.385 0.878 0.858
F -2.215 0.133 1.720
C 0.379 -0.438 -1.747
C 1.330 -1.171 -2.762
H 2.166 -1.450 -2.120
H 0.933 -2.065 -3.241
H 1.643 -0.489 -3.552
H 0.838 0.379 -1.190
H -0.434 -0.093 -2.385
H -1.886 -0.792 -0.622
O 2.881 1.886 -3.400
H 3.354 2.443 -4.018
H 3.344 2.000 -2.571
O 1.134 -3.902 -0.896
H 0.642 -3.081 -0.904
H 0.897 -4.331 -1.718
O 0.219 1.278 -5.193
H 0.517 1.948 -5.808
H 0.906 1.239 -4.529
O 4.027 -4.087 -0.787
H 3.905 -5.035 -0.726
H 3.147 -3.724 -0.689
C 4.107 -0.305 -6.015
O 4.906 0.178 -7.139
C 4.426 -0.467 -8.272
C 5.540 -0.280 -9.352
N 6.658 -1.177 -9.101
C 7.841 -0.924 -9.960
C 7.640 -1.509 -11.401
O 6.609 -0.864 -12.078
C 6.188 -1.479 -13.319
H 3.033 -0.303 -6.201
H 4.303 0.476 -5.280
H 4.494 -1.225 -5.578
H 3.458 -0.042 -8.540
H 4.365 -1.545 -8.126
H 5.679 0.792 -9.214
H 5.073 -0.416 -10.328
H 7.017 -1.109 -8.159
H 8.709 -1.339 -9.447
H 8.005 0.152 -10.011
H 7.536 -2.588 -11.292
H 8.532 -1.342 -12.005
H 6.961 -1.545 -14.085
H 5.319 -0.966 -13.731
H 5.879 -2.502 -13.109
C -5.464 6.861 0.820
O -4.728 5.719 1.360
C -3.593 5.438 0.586
C -2.488 4.847 1.511
N -1.208 4.785 0.816
C -0.203 4.480 1.815
C 1.178 4.043 1.242
O 2.105 3.606 2.237
C 3.283 3.118 1.663
H -4.911 7.799 0.869
H -6.414 7.069 1.313
H -5.555 6.663 -0.248
H -3.206 6.293 0.031
H -3.908 4.763 -0.209
H -2.715 3.809 1.755
H -2.447 5.366 2.469
H -1.221 4.041 0.134
H -0.420 3.632 2.465
H -0.050 5.364 2.434
H 1.637 4.883 0.720
H 0.975 3.222 0.555
H 3.072 2.194 1.125
H 3.922 2.896 2.517
H 3.794 3.924 1.137
C -2.487 -9.947 1.624
O -2.697 -8.724 2.284
C -3.937 -8.674 3.025
C -3.632 -7.890 4.320
N -3.900 -6.447 4.130
C -3.702 -5.724 5.409
C -3.838 -4.220 5.172
O -2.645 -3.790 4.608
C -2.368 -2.400 4.445
H -2.351 -10.840 2.234
H -1.590 -9.866 1.010
H -3.340 -10.174 0.985
H -4.263 -9.671 3.321
H -4.610 -8.087 2.401
H -2.635 -8.166 4.662
H -4.318 -8.282 5.071
H -4.880 -6.370 3.898
H -2.742 -5.958 5.868
H -4.396 -6.046 6.187
H -4.045 -3.813 6.162
H -4.774 -3.956 4.680
H -1.347 -2.259 4.091
H -2.332 -1.894 5.410
H -2.990 -1.832 3.754
C -9.664 -1.821 3.776
O -8.245 -1.770 3.843
C -7.620 -2.820 3.162
C -6.250 -2.373 2.763
N -6.409 -1.358 1.721
C -5.081 -0.883 1.282
C -5.141 0.312 0.314
O -5.777 1.436 0.849
C -5.945 2.567 -0.025
H -10.148 -2.319 2.936
H -10.183 -0.904 4.053
H -9.890 -2.494 4.603
H -8.135 -3.062 2.232
H -7.511 -3.723 3.762
H -5.659 -3.261 2.539
H -5.788 -1.929 3.645
H -7.021 -0.652 2.106
H -4.576 -1.717 0.794
H -4.523 -0.678 2.196
H -5.786 0.103 -0.540
H -4.082 0.420 0.083
H -6.751 2.433 -0.746
H -4.950 2.757 -0.427
H -6.329 3.276 0.709
C 2.026 0.090 3.938
O 2.972 -0.931 3.687
C 2.644 -2.005 2.858
C 3.810 -3.033 2.587
N 4.122 -3.928 3.794
C 4.704 -3.166 4.918
C 5.994 -2.408 4.562
O 6.629 -1.747 5.589
C 5.973 -0.558 6.025
H 2.335 0.979 4.487
H 1.177 -0.400 4.414
H 1.695 0.432 2.957
H 2.359 -1.694 1.853
H 1.744 -2.450 3.282
H 4.715 -2.565 2.200
H 3.552 -3.622 1.707
H 3.248 -4.405 3.961
H 5.097 -3.797 5.714
H 3.979 -2.474 5.347
H 5.680 -1.753 3.749
H 6.777 -3.043 4.150
H 6.073 0.228 5.276
H 6.410 -0.107 6.916
H 4.917 -0.767 6.198
C 2.098 9.328 1.012
O 2.049 8.227 0.140
C 0.735 7.898 -0.336
C 1.017 6.955 -1.516
N -0.079 5.966 -1.670
C 0.347 4.751 -2.416
C -0.775 3.802 -2.832
O -1.300 3.213 -1.637
C -2.209 2.199 -1.947
H 1.419 9.132 1.842
H 1.852 10.259 0.501
H 3.040 9.485 1.537
H 0.316 8.862 -0.624
H 0.201 7.403 0.475
H 1.900 6.418 -1.169
H 1.193 7.411 -2.490
H -0.599 5.711 -0.843
H 1.065 4.241 -1.773
H 0.802 5.103 -3.341
H -0.271 3.151 -3.547
H -1.545 4.305 -3.416
H -2.533 1.631 -1.075
H -1.864 1.493 -2.702
H -3.111 2.670 -2.339
C -2.137 2.121 4.816
O -3.477 1.684 4.970
C -4.337 2.057 3.887
C -5.808 1.794 4.281
N -6.649 2.394 3.277
C -8.060 2.439 3.597
C -8.936 3.046 2.365
O -9.196 2.137 1.353
C -10.068 1.066 1.727
H -1.934 3.140 5.146
H -1.769 2.114 3.790
H -1.417 1.540 5.392
H -4.165 1.540 2.943
H -4.259 3.112 3.623
H -6.085 2.202 5.253
H -6.029 0.729 4.201
H -6.533 1.977 2.364
H -8.281 3.038 4.480
H -8.276 1.394 3.819
H -8.430 3.888 1.893
H -9.841 3.494 2.777
H -10.424 0.549 0.836
H -10.893 1.402 2.355
H -9.445 0.329 2.233
C 11.909 0.789 -1.836
O 10.999 1.552 -1.041
C 11.006 1.321 0.349
C 9.701 1.742 1.013
N 8.634 0.721 0.943
C 7.545 1.043 1.912
C 6.242 0.213 1.750
O 5.649 0.532 0.496
C 4.440 -0.184 0.247
H 11.744 0.936 -2.903
H 11.842 -0.288 -1.677
H 12.876 1.212 -1.567
H 11.822 1.875 0.812
H 11.218 0.281 0.596
H 9.462 2.691 0.533
H 10.023 2.030 2.014
H 8.290 0.829 0.000
H 7.344 2.114 1.901
H 7.748 0.930 2.977
H 5.528 0.368 2.559
H 6.586 -0.822 1.756
H 3.793 -0.237 1.123
H 4.621 -1.232 0.008
H 3.950 0.231 -0.634

Its LUMO energy (spin up / spin down) is -2.29 / -3.68 eV. The total energy is -5179.193486 Eh. As for the charge: 0. As for the multiplicity: 3.

Atom charges from the Mulliken analysis, given in e for atoms 1 to 6: atom 1 (Pt): 1.14, atom 2 (C): 0.62, atom 3 (O): -0.38, atom 4 (O): -0.67, atom 5 (C): 0.86, atom 6 (F): -0.30



Look up the total energy of the second one.
-5179.193486 Eh



Look up the total energy of the second one.
-5179.193486 Eh